DFT (the ωB97M-V functional and the def2-TZVPD basis) results for C3H14Si4 in the gas phase at a distorted geometry.

Last column: natural (NBO) charge in e.
Atoms and positions in Å:
C -2.0935 -1.5486 -0.0128  -0.628
C -2.7202 0.8716 0.0240  -0.642
C -1.6854 -0.1228 0.3510  -0.659
Si 3.5199 0.3135 0.3171  0.219
Si 2.6090 -1.7139 -0.2439  0.199
Si 1.5743 1.8413 -0.0931  0.123
Si -0.1399 0.3852 -0.6745  0.754
H -3.0494 -1.7408 0.5633  0.210
H -2.4165 -1.7251 -1.0746  0.223
H -1.3650 -2.3240 0.3793  0.230
H -3.0173 1.0488 -1.0978  0.220
H -2.5149 1.8748 0.3515  0.218
H -3.5787 0.6369 0.7118  0.222
H -1.4782 -0.0004 1.4561  0.236
H 3.7190 0.0785 1.6865  -0.151
H 4.7045 1.3469 -0.0242  -0.085
H 3.5282 -2.3559 -1.2011  -0.156
H 2.3742 -2.7762 0.7372  -0.141
H 0.8199 2.6633 0.8996  -0.122
H 2.0613 3.0003 -1.0427  -0.095
H -0.8514 0.2466 -2.0126  -0.177

The value obtained for the max |F| is 3.173 eV/A. As for the spin multiplicity: 1. Its HOMO-LUMO gap (spin up / spin down) is 6.343 / 6.343 eV. The highest occupied orbital energy (spin up / spin down) is -7.240 / -7.240 eV.

---

DFT (the ωB97M-V functional and the def2-TZVPD basis) results for 3 unconnected molecules or ions with the total composition C3H15N2O2 at a distorted geometry.

Last column: natural (NBO) charge in e.
Atoms and positions in Å:
C 2.0233 -0.6569 -0.4409  -0.242
C 1.0052 -1.6108 0.2101  -0.469
C -0.2981 -0.9608 0.5582  -0.210
N -1.0336 -0.6909 -0.8093  -0.764
N 1.5348 0.0773 -1.6212  -0.856
H 2.8847 -1.2380 -0.7023  0.222
H 2.5236 0.0584 0.2777  0.193
H 0.7398 -2.5231 -0.4443  0.220
H 1.4283 -2.2902 0.9418  0.265
H -0.9750 -1.5719 1.1528  0.240
H -0.1882 0.0590 1.0006  0.242
H -1.5639 -1.4360 -1.2484  0.436
H -0.3352 -0.4888 -1.6328  0.472
H -1.4673 0.2337 -0.6093  0.475
H 2.3497 0.2943 -2.1845  0.396
H 1.1832 0.9455 -1.2775  0.360
H -1.8460 3.0138 -1.1327  0.495
H -2.9469 2.1360 -1.3712  0.487
O -2.0767 2.0909 -0.9462  -0.966
H 0.3461 0.5827 3.0223  0.470
H -0.8085 1.2590 3.8089  0.496
O -0.5507 0.9856 2.8898  -0.960

The value obtained for the max |F| is 2.552 eV/A. As for the spin multiplicity: 1. Its HOMO-LUMO gap is 11.168 eV. The highest occupied orbital energy is -13.915 eV. As for the total charge: +1.